No. 1
15
Properties=species:S:1:pos:R:3:mulliken_spin:R:1 method="wB97M-V/def2-TZVPD" spin_multiplicity=3 relative_energy_kcal_mol=80.6 homo_ev="-12.41 / -14.80" lumo_energy_ha="-0.1107 / -0.3045" gap_ha="0.345 / 0.239" total_charge=+1
N 0.18 -0.58 0.65 0.764
C -1.50 0.56 -0.01 0.046
C 0.99 1.49 -0.14 -0.052
C 1.59 0.33 -0.26 0.993
C -0.90 -0.88 -0.27 0.007
C 1.44 -1.05 0.02 -0.014
C -0.17 0.92 0.59 0.049
H 1.35 2.41 -0.53 0.024
H -0.11 1.32 1.52 0.018
H 2.29 -1.46 0.70 0.055
H -2.34 0.61 0.68 0.004
H -1.64 -1.73 -0.09 0.061
H 1.29 -1.81 -0.77 0.010
H -0.65 -1.15 -1.22 0.019
H -1.81 1.01 -0.86 0.015

No. 2
16
Properties=species:S:1:pos:R:3:nbo_charge:R:1 method="wB97M-V/def2-TZVPD" smiles=N#C[C@]12CCN[C@@H]1C2 relative_energy_kcal_mol=104.3 homo_ev=-9.14 lumo_energy_ha=0.0249 gap_ha=0.361
N 0.61 -1.52 0.08 -0.615
N -1.25 0.83 -2.15 -0.325
C -0.77 0.80 -1.08 0.282
C 1.20 0.87 0.31 -0.355
C -1.53 0.06 1.03 -0.330
C -0.30 -0.69 0.90 -0.010
C -0.37 0.62 0.23 -0.271
C 1.78 -0.57 0.06 -0.242
H 2.31 -0.56 -0.91 0.209
H 2.47 -0.90 0.86 0.183
H -1.68 0.19 2.14 0.232
H 0.17 -0.69 1.95 0.158
H -2.49 -0.10 0.51 0.257
H 1.38 1.58 -0.51 0.230
H 0.91 -2.45 0.49 0.374
H 1.46 1.25 1.27 0.222

No. 3
16
Properties=species:S:1:pos:R:3:nbo_charge:R:1 method="wB97M-V/def2-TZVPD" smiles=N#C[C@H]1[C@@H]2CCN[C@@H]12 relative_energy_kcal_mol=146.8 homo_ev=-8.85 lumo_energy_ha=0.0289 gap_ha=0.354
N -0.49 -1.29 -0.37 -0.572
N 3.75 -0.29 -0.71 -0.292
C 1.53 0.21 0.51 -0.316
C 0.22 -0.64 0.65 -0.078
C -1.67 -0.33 -0.45 -0.235
C 0.28 0.69 -0.25 -0.157
C 2.86 0.02 -0.01 0.270
C -1.06 1.09 -0.24 -0.462
H -0.90 2.01 -0.91 0.254
H -2.34 -0.67 0.44 0.178
H -2.23 -0.60 -1.31 0.211
H 1.74 0.40 1.55 0.251
H -0.91 -2.02 -0.04 0.340
H -0.10 -0.49 1.62 0.181
H 0.50 0.43 -1.31 0.213
H -1.20 1.49 0.81 0.214

No. 4
16
Properties=species:S:1:pos:R:3:nbo_charge:R:1 method="wB97M-V/def2-TZVPD" relative_energy_kcal_mol=110.8 homo_ev=-9.28 lumo_energy_ha=0.0072 gap_ha=0.348
N -0.91 1.33 0.06 -0.267
N -1.43 0.11 -0.31 -0.206
C -0.12 1.47 1.02 0.094
C -0.23 -2.03 -1.04 -0.040
C -0.64 -3.17 -1.53 -0.352
C 0.83 -1.02 -0.56 -0.493
C 0.36 2.94 1.26 -0.630
C -0.58 -0.81 -0.39 0.190
H 1.50 -1.40 0.18 0.231
H 1.29 -0.36 -1.21 0.232
H 0.09 3.25 2.39 0.210
H -1.77 -3.49 -1.46 0.218
H 1.41 2.94 1.12 0.213
H -0.12 3.57 0.59 0.229
H 0.26 0.66 1.61 0.163
H 0.07 -3.99 -1.75 0.207